A molecular structure, C38H28F10HfN11O4S3 at a distorted geometry, computed with ωB97M-V/def2-TZVPD.

**Kohn-Sham gap**: 7.3 eV
**LUMO energy**: 1.99 eV

```
! wB97M-V def2-TZVPD RIJCOSX def2/J DEFGRID3
* xyz -1 1
Hf 0.6021 -0.3311 -0.1952
C -1.0187 -3.1199 -1.4507
N 0.3795 -2.6320 -1.3828
C 0.9244 -2.4205 -2.7487
C 2.0585 -1.4301 -2.7872
N 1.6310 -0.1915 -2.1434
C 2.1302 0.9886 -2.6615
C 3.2422 1.1573 -3.4797
F 4.0491 0.1208 -3.7895
C 3.6229 2.3950 -3.9775
F 4.7055 2.4817 -4.7625
C 2.9283 3.5347 -3.6573
F 3.2983 4.7264 -4.1431
C 1.8388 3.4165 -2.8145
F 1.1237 4.4967 -2.4808
C 1.4842 2.1796 -2.3478
F 0.4182 2.0882 -1.5313
C 1.1684 -3.6740 -0.7093
C 2.4308 -3.1500 -0.1059
N 2.1403 -1.9469 0.6717
C 3.0769 -1.7146 1.6715
C 4.3698 -2.2634 1.7463
F 4.8974 -2.9793 0.7287
C 5.2410 -2.0496 2.8039
F 6.4504 -2.6263 2.7772
C 4.9077 -1.2351 3.8538
F 5.7495 -1.0291 4.8731
C 3.6756 -0.6208 3.8053
F 3.2983 0.2040 4.7897
C 2.8207 -0.8556 2.7551
F 1.6629 -0.1824 2.8022
H -1.0331 -4.1704 -1.7669
H -1.4762 -3.0449 -0.4618
H -1.5940 -2.5348 -2.1579
H 1.2555 -3.3795 -3.1652
H 0.1242 -2.0502 -3.3707
H 2.9708 -1.8305 -2.3460
H 2.2701 -1.2670 -3.8430
H 0.5577 -4.1154 0.0636
H 1.3919 -4.4781 -1.4186
H 2.8050 -3.9503 0.5384
H 3.1913 -3.0009 -0.8709
N -6.0885 3.6368 -4.9293
C -5.0419 2.8173 -4.5071
C -5.2389 1.4405 -4.3559
C -4.1963 0.6202 -3.9716
C -2.9464 1.1717 -3.7353
C -2.7262 2.5295 -3.9001
C -3.7729 3.3501 -4.2839
S -1.5715 0.1392 -3.3572
O -1.9335 -1.1496 -3.9072
O -0.4531 0.8491 -3.9049
N -1.3432 -0.0741 -1.7102
C -2.3226 0.2535 -0.8188
N -3.4689 0.8431 -1.1880
C -4.3022 1.1948 -0.2246
C -4.0393 0.9655 1.1180
C -2.8622 0.3057 1.3861
N -2.0063 -0.0911 0.4429
H -7.0155 3.2894 -4.7558
H -5.9887 4.6159 -4.7240
H -6.2182 1.0167 -4.5555
H -4.3415 -0.4466 -3.8611
H -1.7355 2.9358 -3.7297
H -3.6052 4.4135 -4.4240
H -5.2209 1.6813 -0.5452
H -4.7053 1.2708 1.9125
H -2.6163 0.0561 2.4103
S 2.9041 0.9567 0.2523
C 2.5650 2.3912 1.1505
C 3.7015 3.2448 1.4457
N 4.6177 3.9034 1.6702
C 1.3407 2.7357 1.5827
S -0.0813 1.7655 1.3002
C 1.1321 3.9355 2.3619
N 0.9198 4.8868 2.9763
O -1.3874 1.9048 4.5013
C -0.4329 1.2298 5.2992
N -1.0997 0.2577 6.1265
C -1.5981 -0.9691 5.7807
O -2.3752 -1.5419 6.5278
C -1.1321 -1.7163 4.5469
C -1.1110 -3.1019 4.6661
C -0.7841 -3.8623 3.5648
C -0.4994 -3.2132 2.3744
N -0.5138 -1.8941 2.2230
C -0.8307 -1.1703 3.3061
H -0.9679 2.1856 3.6693
H 0.0638 1.9268 5.9696
H 0.3356 0.7520 4.6979
H -1.5866 0.6320 6.9263
H -1.3682 -3.5491 5.6172
H -0.7469 -4.9433 3.6132
H -0.2467 -3.7915 1.5062
H -0.8287 -0.1058 3.1522
*
```